Entry 1:
Formula: C4H9FS
Source: the OMol25 dataset
Level of theory: ωB97M-V/def2-TZVPD

Positions of all 15 atoms, in Å:
C -2.562 0.404 1.205
S -1.422 -0.134 -0.084
C 0.257 -0.133 0.646
C 1.329 -0.675 -0.393
C 1.538 0.290 -1.564
F 2.523 -0.264 -2.441
H -3.556 0.360 0.867
H -2.446 1.434 1.571
H -2.531 -0.382 2.076
H 0.642 0.782 1.036
H 0.206 -0.860 1.464
H 2.316 -0.739 0.003
H 1.025 -1.673 -0.836
H 1.946 1.240 -1.226
H 0.735 0.349 -2.327

## Properties
E_LUMO ... 0.03489 Eh
Max |F| ... 3.24 eV/Å
Energy above the lowest of the compared OMol25 structures with the same formula, charge and spin ... 99.9 kJ/mol
SMILES string ... CSCCCF
HOMO ... -8.743 eV
Kohn-Sham gap ... 0.3562 Ha
Spin multiplicity ... 1

Atom charges from the Mulliken analysis, given in e for atoms 1 to 2: number 1, C, carries -0.838; number 2, S, carries -0.055

---

Entry 2:
Formula: C2H7ClN3
Source: the OMol25 dataset
Level of theory: ωB97M-V/def2-TZVPD

Positions of all 13 atoms, in Å:
C 0.618 0.723 -1.407
C 0.569 0.854 2.536
N 0.146 0.256 -2.611
N -0.676 0.680 2.948
N 0.250 0.277 -0.268
Cl 1.747 -0.257 2.746
H 1.346 1.514 -1.386
H 0.933 1.748 2.043
H 0.115 0.655 -3.515
H -0.640 -0.313 -2.445
H -0.838 -0.202 3.396
H -1.321 1.431 2.843
H -0.286 -0.576 -0.196

## Properties
E_LUMO ... -0.18445 Eh
Max |F| ... 3.69 eV/Å
Energy above the lowest of the compared OMol25 structures with the same formula, charge and spin ... 138.5 kJ/mol
HOMO ... -12.863 eV
Kohn-Sham gap ... 0.2882 Ha
Charge ... +1
Spin multiplicity ... 1

Atom charges from the Mulliken analysis, given in e for atoms 1 to 2: number 1, C, carries 0.026; number 2, C, carries 0.199